ORCA calculation (ωB97M-V with the def2-TZVPD basis set) on a cluster of 2 separate species, C7H8O in total at a distorted geometry.

Last column: Mulliken charge in e.
Atoms and positions in Å:
C (0.87, 2.37, -0.97)  -0.69
C (-0.10, 1.70, -1.47)  -0.33
C (-0.06, 0.42, -0.84)  0.56
C (0.46, -0.65, -0.74)  0.06
C (0.76, -2.01, -0.59)  -1.38
H (1.16, 3.36, -1.16)  0.30
H (1.52, 1.83, -0.27)  0.21
H (-0.88, 1.94, -2.18)  0.34
H (1.86, -2.23, -0.56)  0.28
H (0.34, -2.43, -1.44)  0.34
H (0.40, -2.41, 0.37)  0.30
C (-1.83, -0.52, 1.90)  -0.89
C (-0.54, -0.31, 1.94)  0.72
O (0.61, -0.31, 1.69)  -0.40
H (-2.16, -0.99, 2.89)  0.27
H (-2.42, 0.22, 1.43)  0.30

Summary:
ΔE to the lowest compared entry with this formula, charge and spin: 5.2796 eV
Largest force on an atom: 3.57 eV/A
Structure (SMILES): C=CC#CC.C=C=O
Net charge: 0

=====

ORCA calculation (ωB97M-V with the def2-TZVPD basis set) on a structure of composition C26H51BHfN7O3PS2Si.

Last column: Mulliken charge in e.
Atoms and positions in Å:
Hf (0.17, -0.37, -0.21)  0.85
C (-0.69, -4.46, 2.30)  -2.14
C (-0.41, -3.45, 1.21)  0.23
S (-0.77, -1.78, 1.68)  -0.43
C (0.06, -3.79, 0.00)  1.26
C (0.35, -5.22, -0.39)  -1.69
S (0.44, -2.65, -1.29)  -0.45
H (-1.20, -3.99, 3.13)  0.46
H (0.23, -4.90, 2.69)  0.34
H (-1.32, -5.28, 1.94)  0.44
H (0.14, -5.92, 0.42)  0.47
H (1.40, -5.33, -0.67)  0.31
H (-0.25, -5.50, -1.26)  0.28
C (2.65, -2.13, 2.52)  -0.89
C (3.17, -1.68, 1.19)  0.19
C (4.45, -2.03, 0.81)  -0.84
C (4.93, -1.59, -0.42)  -1.15
C (4.13, -0.83, -1.24)  -0.66
C (2.83, -0.52, -0.81)  0.91
N (2.40, -0.92, 0.41)  0.48
N (1.86, 0.15, -1.50)  0.78
Si (2.16, 0.78, -3.12)  -0.18
C (3.57, 2.01, -3.07)  -1.07
C (0.70, 1.69, -3.83)  -0.90
C (2.51, -0.65, -4.28)  -1.12
H (3.15, -1.58, 3.32)  0.37
H (2.86, -3.19, 2.67)  0.49
H (1.58, -1.97, 2.60)  -0.36
H (5.06, -2.64, 1.46)  0.54
H (5.93, -1.84, -0.74)  0.45
H (4.48, -0.50, -2.21)  0.45
H (3.39, 2.75, -2.28)  0.28
H (3.61, 2.55, -4.02)  0.40
H (4.56, 1.58, -2.90)  0.35
H (0.46, 2.61, -3.30)  0.18
H (-0.20, 1.08, -3.90)  0.20
H (0.98, 1.96, -4.85)  0.49
H (3.36, -1.27, -3.99)  0.37
H (2.70, -0.28, -5.29)  0.41
H (1.64, -1.30, -4.32)  0.29
C (-3.12, 0.29, -0.29)  -0.32
N (-2.17, -0.57, -1.09)  0.66
C (-2.74, -1.96, -1.04)  -0.84
N (-4.10, -2.03, -1.55)  0.20
C (-4.95, -1.14, -0.76)  -0.73
N (-4.47, 0.24, -0.81)  0.17
C (-4.46, 0.68, -2.21)  -0.69
N (-3.61, -0.19, -3.04)  0.12
C (-2.26, -0.13, -2.52)  -0.43
C (-4.10, -1.56, -2.93)  -0.73
H (-2.76, 1.32, -0.31)  -0.05
H (-3.09, -0.08, 0.73)  0.07
H (-2.71, -2.29, 0.00)  0.02
H (-2.09, -2.60, -1.64)  0.20
H (-4.95, -1.48, 0.28)  0.34
H (-5.97, -1.18, -1.14)  0.34
H (-4.08, 1.70, -2.26)  0.38
H (-5.47, 0.65, -2.60)  0.33
H (-1.90, 0.89, -2.59)  0.03
H (-1.61, -0.79, -3.11)  0.13
H (-3.47, -2.21, -3.53)  0.36
H (-5.12, -1.60, -3.32)  0.33
B (-1.35, 4.18, -1.37)  1.09
C (-0.81, 2.76, -1.04)  -1.36
N (-0.43, 1.68, -0.84)  0.53
H (-0.53, 4.98, -0.97)  -0.19
H (-2.41, 4.28, -0.80)  -0.14
H (-1.48, 4.22, -2.58)  -0.14
C (3.32, 2.94, 1.51)  -1.31
C (1.99, 3.09, 0.82)  0.39
O (0.90, 2.90, 1.76)  -0.44
P (0.35, 1.42, 2.02)  -0.02
O (0.66, 1.35, 3.59)  -0.11
C (0.46, 0.17, 4.40)  0.63
C (0.52, 0.59, 5.84)  -1.54
O (-1.25, 1.51, 1.97)  0.22
C (-2.10, 2.21, 2.91)  -0.36
C (-1.99, 3.71, 2.79)  -1.04
H (4.13, 3.15, 0.80)  0.40
H (3.46, 1.92, 1.87)  0.21
H (3.41, 3.63, 2.35)  0.35
H (1.89, 2.39, 0.00)  -0.42
H (1.84, 4.10, 0.43)  0.39
H (1.24, -0.55, 4.16)  -0.25
H (-0.50, -0.29, 4.15)  0.25
H (1.48, 1.06, 6.06)  0.32
H (0.40, -0.28, 6.49)  0.43
H (-0.27, 1.30, 6.08)  0.35
H (-1.86, 1.87, 3.92)  0.24
H (-3.11, 1.87, 2.66)  0.34
H (-1.00, 4.06, 3.10)  0.26
H (-2.73, 4.18, 3.43)  0.47
H (-2.16, 4.03, 1.76)  0.17

Summary:
ΔE to the lowest compared entry with this formula, charge and spin: 0.0000 eV
Largest force on an atom: 0.48 eV/A
Net charge: 0

=====

ORCA calculation (ωB97M-V with the def2-TZVPD basis set) on the molecule C3H6N4O at a distorted geometry.

Last column: Mulliken charge in e.
Atoms and positions in Å:
H (0.20, 1.82, -1.92)  0.27
N (0.90, 1.11, -1.91)  -0.69
C (0.51, 0.17, -1.16)  0.48
C (1.17, -1.03, -0.77)  -0.63
C (0.58, -1.56, 0.32)  -0.22
N (-0.70, -0.94, 0.44)  0.16
O (-1.35, -1.05, 1.70)  -0.45
N (-0.74, 0.21, -0.28)  0.06
N (-0.77, 1.33, 0.52)  -0.57
H (2.11, -1.35, -1.15)  0.42
H (0.93, -2.31, 1.03)  0.39
H (-1.41, -0.14, 2.04)  0.39
H (-1.49, 2.01, 0.35)  0.19
H (0.07, 1.74, 0.79)  0.20

Summary:
ΔE to the lowest compared entry with this formula, charge and spin: 5.2892 eV
Largest force on an atom: 4.67 eV/A
Structure (SMILES): [H]/N=c1/ccn(O)n1N
Net charge: 0

=====

ORCA calculation (ωB97M-V with the def2-TZVPD basis set) on a structure of composition C16H17N6O2Tl.

Last column: Mulliken charge in e.
Atoms and positions in Å:
Tl (-1.63, 0.99, -3.43)  0.86
C (6.58, -3.18, -0.20)  -1.66
C (5.43, -3.06, 0.76)  1.03
C (5.66, -3.20, 2.13)  -0.87
C (4.64, -3.09, 3.06)  -0.99
C (3.35, -2.84, 2.64)  -0.49
C (3.12, -2.73, 1.27)  0.30
N (1.80, -2.42, 0.80)  0.05
C (0.66, -2.89, 1.22)  0.94
C (0.54, -4.03, 2.08)  -0.67
C (-0.68, -4.51, 2.39)  -0.55
C (-1.92, -3.90, 1.91)  -0.64
C (-1.89, -2.82, 1.12)  -0.95
C (-0.60, -2.20, 0.79)  1.22
C (-0.53, -1.05, -0.14)  0.16
O (-0.47, -0.66, 1.09)  -0.33
O (-0.51, -0.60, -1.24)  -0.55
C (4.13, -2.82, 0.31)  0.55
C (3.82, -2.67, -1.16)  -1.61
H (7.52, -3.29, 0.34)  0.41
H (6.66, -2.30, -0.84)  0.38
H (6.47, -4.05, -0.85)  0.39
H (6.67, -3.39, 2.47)  0.40
H (4.85, -3.17, 4.12)  0.42
H (2.55, -2.68, 3.35)  0.66
H (1.77, -1.75, 0.03)  0.23
H (1.44, -4.53, 2.41)  0.62
H (-0.76, -5.40, 2.99)  0.44
H (-2.85, -4.36, 2.18)  0.44
H (-2.79, -2.37, 0.72)  0.50
H (2.89, -3.17, -1.43)  0.40
H (4.60, -3.10, -1.77)  0.45
H (3.74, -1.61, -1.44)  0.36
N (-1.58, 6.42, -2.76)  -0.54
N (-1.35, 5.19, -2.18)  1.16
N (-1.22, 5.04, -0.88)  -0.76
C (-1.15, 3.72, -0.78)  -0.21
N (-1.21, 3.13, -1.97)  -0.15
N (-1.35, 4.09, -2.87)  -0.51
H (-1.28, 7.13, -2.10)  0.33
H (-1.07, 6.48, -3.63)  0.30
H (-1.05, 3.21, 0.17)  0.48

Summary:
ΔE to the lowest compared entry with this formula, charge and spin: 0.9074 eV
Largest force on an atom: 0.45 eV/A
Net charge: +2

=====

ORCA calculation (ωB97M-V with the def2-TZVPD basis set) on a cluster of 2 separate species, C22H47BFO6PS in total at a distorted geometry.

Last column: Mulliken charge in e.
Atoms and positions in Å:
C (5.53, 5.79, -0.79)  -1.15
C (5.89, 4.89, 0.41)  -0.52
C (5.28, 3.49, 0.27)  -0.27
C (5.73, 2.55, 1.38)  -0.80
C (5.57, 1.05, 1.07)  -1.08
C (4.31, 0.68, 0.25)  0.28
C (3.55, -0.51, 0.85)  -1.53
C (2.11, -0.61, 0.31)  -0.72
C (0.99, -0.04, 1.19)  -0.60
C (-0.38, -0.06, 0.50)  -0.66
O (-0.58, -1.34, -0.09)  -0.69
C (-0.66, 1.10, -0.49)  2.34
B (-0.64, 0.48, -2.00)  0.94
O (0.45, -0.20, -2.45)  -0.67
O (-1.73, 0.58, -2.85)  -0.57
P (-2.35, 1.92, -0.30)  -0.39
C (-2.23, 3.28, 0.94)  -0.49
C (-2.05, 4.65, 0.27)  -1.25
C (-3.48, 0.63, 0.39)  -0.35
C (-3.51, 0.42, 1.91)  -1.16
C (0.35, 2.24, -0.46)  -1.62
F (1.52, 1.95, -1.13)  -0.39
O (0.70, 2.68, 0.83)  -0.33
S (1.17, 1.59, 1.93)  1.28
O (0.19, 1.64, 2.98)  -0.72
O (2.52, 1.89, 2.30)  -0.51
H (6.37, 6.40, -1.11)  0.34
H (4.69, 6.43, -0.55)  0.26
H (5.23, 5.16, -1.63)  0.33
H (5.49, 5.33, 1.33)  0.32
H (6.97, 4.81, 0.52)  0.37
H (4.19, 3.60, 0.33)  -0.01
H (5.53, 3.08, -0.71)  0.42
H (6.80, 2.73, 1.55)  0.50
H (5.23, 2.77, 2.32)  0.28
H (5.50, 0.53, 2.02)  0.34
H (6.46, 0.64, 0.58)  0.39
H (3.64, 1.53, 0.20)  -0.31
H (4.58, 0.45, -0.78)  0.62
H (4.08, -1.41, 0.53)  0.55
H (3.54, -0.46, 1.93)  0.48
H (1.86, -1.67, 0.21)  0.57
H (2.08, -0.22, -0.71)  0.16
H (0.90, -0.68, 2.07)  0.89
H (-1.10, 0.03, 1.31)  -0.03
H (-1.51, -1.56, -0.02)  0.10
H (0.44, -0.21, -3.41)  0.28
H (-1.97, 1.50, -3.01)  0.31
H (-3.20, 3.28, 1.45)  0.60
H (-1.49, 3.11, 1.73)  0.39
H (-2.01, 4.52, -0.82)  0.33
H (-1.10, 5.12, 0.55)  0.29
H (-2.88, 5.32, 0.46)  0.34
H (-4.47, 0.92, 0.04)  0.70
H (-3.25, -0.30, -0.14)  0.11
H (-2.81, -0.34, 2.24)  0.22
H (-4.49, 0.10, 2.26)  0.44
H (-3.24, 1.32, 2.46)  0.30
H (-0.07, 3.11, -0.95)  0.59
C (-3.95, -3.61, 0.79)  -0.41
C (-3.36, -4.98, 0.48)  -0.54
C (-2.75, -5.08, -0.92)  -0.48
C (-3.74, -4.86, -2.06)  -0.59
C (-4.94, -5.82, -2.07)  -0.43
C (-4.54, -7.28, -2.23)  -1.21
H (-4.77, -3.36, 0.13)  0.29
H (-4.33, -3.58, 1.82)  0.46
H (-3.18, -2.83, 0.70)  -0.34
H (-4.12, -5.75, 0.62)  0.29
H (-2.57, -5.20, 1.21)  0.36
H (-2.27, -6.05, -1.03)  0.37
H (-1.95, -4.34, -1.01)  0.13
H (-3.20, -4.96, -3.01)  0.41
H (-4.11, -3.83, -2.04)  0.25
H (-5.60, -5.53, -2.89)  0.38
H (-5.52, -5.69, -1.15)  0.23
H (-3.98, -7.43, -3.16)  0.29
H (-5.42, -7.92, -2.27)  0.38
H (-3.92, -7.63, -1.40)  0.28

Summary:
Largest force on an atom: 1.30 eV/A
Structure (SMILES): CCCCCCCC[C@@H]1[C@H](O)[C@@](B(O)O)(P(CC)CC)[C@H](F)OS1(=O)=O.CCCCCC
Net charge: 0

=====

ORCA calculation (ωB97M-V with the def2-TZVPD basis set) on a structure of composition C14H19InNO2 at a distorted geometry.

Last column: Mulliken charge in e.
Atoms and positions in Å:
C (1.10, -3.37, 0.74)  -0.48
C (2.07, -2.68, -0.04)  -0.39
In (3.55, -1.25, -1.09)  0.86
C (5.02, -0.60, 0.53)  -0.74
C (4.14, -0.43, 1.94)  0.14
O (4.15, -1.37, 2.93)  -0.58
C (2.32, 0.61, -1.66)  -0.93
C (1.70, 1.18, -0.25)  0.04
C (0.15, 1.77, -0.43)  -0.85
N (-0.44, 1.82, 0.97)  -0.31
C (-1.95, 1.88, 0.97)  -0.59
C (-2.71, 0.59, 0.30)  0.39
C (-1.91, -0.87, 0.26)  -0.19
C (-2.68, -2.16, -0.47)  -0.39
C (-4.20, -1.94, -1.12)  -0.37
C (-4.95, -0.47, -1.04)  -0.34
C (-4.21, 0.82, -0.32)  0.06
O (-4.81, 2.18, -0.21)  -0.52
H (0.26, -3.60, 1.55)  0.29
H (4.32, -2.04, -2.51)  -0.33
H (5.86, -1.39, 0.73)  0.26
H (5.50, 0.45, 0.34)  0.24
H (3.44, 0.50, 2.15)  0.21
H (1.48, 0.37, -2.45)  0.29
H (3.06, 1.43, -2.06)  0.23
H (1.57, 0.22, 0.46)  -0.04
H (2.36, 1.99, 0.28)  0.25
H (0.16, 2.83, -0.97)  0.27
H (-0.38, 1.03, -1.17)  0.36
H (-0.13, 2.76, 1.35)  0.28
H (-2.27, 1.89, 2.12)  0.29
H (-2.34, 2.90, 0.52)  0.27
H (-0.83, -0.99, 0.73)  0.16
H (-2.13, -3.21, -0.50)  0.32
H (-4.79, -2.80, -1.67)  0.25
H (-6.02, -0.25, -1.51)  0.26
H (-5.44, 2.22, 0.58)  0.32

Summary:
Largest force on an atom: 10.77 eV/A
Net charge: -1

=====

no.,frontier orbital gap (eV),E_HOMO (eV),lowest unoccupied orbital energy (hartree)
1,9.403,-8.560,0.0310
2,7.295,-7.262,0.0012
3,8.693,-7.929,0.0281
4,6.391,-14.420,-0.2951
5,8.841,-8.489,0.0130
6,7.304,-4.989,0.0851